No. 1
17
Properties=species:S:1:pos:R:3 method="wB97M-V/def2-TZVPD" lumo_ev=0.8 smiles="C=CCN.O.O" max_force_ha_per_bohr=0.0910 charge=0 relative_energy_kj_mol=253.1 gap_ha=0.3696
O -1.158 -1.387 -5.245
O -3.116 3.435 -5.330
N 2.893 -0.470 3.885
C 1.755 -1.410 3.477
C -0.308 0.030 3.166
C 0.776 -0.617 2.560
H 3.036 0.165 3.105
H -0.398 -1.772 -4.786
H 1.182 -1.898 4.272
H 2.058 -2.340 2.918
H -1.110 -1.858 -6.043
H -0.621 0.887 2.594
H 2.462 0.263 4.485
H -0.954 -0.462 4.063
H 0.873 -0.235 1.548
H -3.569 3.231 -4.581
H -2.348 2.914 -5.382

No. 2
67
Properties=species:S:1:pos:R:3 method="wB97M-V/def2-TZVPD" lumo_ev=-0.3 max_force_ha_per_bohr=0.0488 charge=0 relative_energy_kj_mol=72.2 gap_ha=0.2213
O -2.093 2.761 -1.529
O -4.920 -0.973 -0.805
N 3.326 -0.749 -0.487
N 3.356 0.021 0.600
N 2.085 -0.690 -0.926
C 1.141 1.737 4.307
C -0.137 0.402 -0.465
C 1.233 0.037 -0.094
C -2.758 -3.608 -0.813
C -4.913 3.566 -2.246
C -1.977 0.025 -0.035
C -5.276 1.243 -1.639
C -2.505 -2.263 -1.108
C 1.851 -1.282 -2.233
C 2.110 0.535 0.874
C -1.443 -3.427 1.202
C 4.630 -1.403 2.112
C 3.183 -1.629 -2.838
C -1.890 -1.466 -0.111
C -3.045 1.984 -1.427
C -6.301 3.704 -2.369
C 1.929 1.404 2.026
C 0.971 -2.501 -2.070
C -6.660 1.364 -1.753
C -2.315 -4.160 0.394
C -3.068 0.637 -0.846
C -1.145 -2.101 0.886
C 5.843 0.166 0.510
C 2.769 3.286 3.327
C 4.624 -0.051 1.410
C 2.760 2.546 2.148
C 1.988 2.866 4.421
C 1.098 1.011 3.108
C -4.426 2.321 -1.872
C -4.458 0.141 -1.069
C -7.172 2.612 -2.119
H 0.486 0.105 3.004
H -0.431 -1.520 1.477
H 5.590 -1.491 2.636
H 1.373 -0.471 -2.791
H 0.518 1.421 5.154
H 3.800 -1.439 2.828
H 5.770 -0.310 -0.476
H 4.596 0.763 2.147
H -0.965 -3.882 2.061
H 3.393 4.182 3.404
H 3.394 2.828 1.303
H -6.732 4.672 -2.637
H 5.999 1.234 0.311
H 1.418 -3.196 -1.339
H -8.255 2.750 -2.195
H -0.033 -2.221 -1.736
H -0.325 0.186 -1.542
H 0.893 -2.996 -3.044
H -4.228 4.406 -2.377
H -2.799 -1.813 -2.072
H 4.512 -2.243 1.402
H -7.318 0.532 -1.505
H 3.817 -0.747 -2.926
H 3.700 -2.370 -2.222
H -2.613 -5.168 0.670
H 3.015 -2.040 -3.839
H 6.706 -0.254 1.051
H -3.312 -4.213 -1.533
H -0.414 1.402 -0.093
H 2.049 3.388 5.383
H -2.000 0.439 1.024

No. 3
83
Properties=species:S:1:pos:R:3 method="wB97M-V/def2-TZVPD" lumo_ev="-0.1 / -2.4" max_force_ha_per_bohr=0.0655 charge=0 multiplicity=6 relative_energy_kj_mol=0.0 gap_ha="0.1740 / 0.1992"
Ru -0.384 -0.723 0.417
S -0.355 -2.769 -0.484
S 2.168 -1.000 0.738
P -0.530 1.582 1.569
O -0.368 -1.387 2.349
O -0.561 -1.078 4.584
N 0.079 -3.042 -3.082
N 2.761 -3.645 0.560
N 2.003 -3.169 -1.910
N 2.481 -2.928 2.678
N -0.879 0.218 -1.448
C -0.548 1.339 -3.559
C -3.549 4.107 2.604
C 1.391 0.545 -2.319
C -4.388 -0.762 -0.921
C 2.361 -2.106 3.868
C 2.969 -4.747 1.459
C 3.431 2.543 1.614
C -0.009 0.703 -2.419
C -0.620 0.978 3.298
C -3.208 -1.433 1.476
C 2.206 0.976 -3.334
C -1.360 -3.054 -3.393
C -1.452 3.160 1.831
C 1.101 2.275 1.170
C -1.560 5.408 2.772
C -0.840 4.399 2.167
C 2.283 -3.382 -3.284
C 1.109 -3.294 -3.959
C -5.147 -1.420 0.040
C 2.178 2.082 2.015
C -0.514 -0.583 3.465
C 0.649 -2.933 -1.805
C 2.449 -2.556 1.313
C 1.660 1.562 -4.470
C -2.771 0.899 -2.761
C -2.924 5.274 3.001
C 3.567 3.233 0.405
C 2.868 -4.272 2.731
C 0.305 1.776 -4.599
C -2.403 -0.821 0.501
C 1.227 2.968 -0.057
C -1.956 1.449 -3.690
C 2.492 3.431 -0.448
C -2.849 3.072 1.987
C -3.035 -0.447 -0.691
C -4.549 -1.704 1.259
C -2.212 0.231 -1.663
B 3.200 -3.616 -0.959
H -6.216 -1.649 -0.155
H -1.916 -2.948 -2.453
H 4.296 2.293 2.244
H 4.059 -2.745 -1.134
H 0.904 -3.399 -5.032
H -2.349 1.957 -4.561
H 2.299 1.942 -5.284
H 0.185 1.434 3.892
H 2.037 1.593 2.983
H -1.582 -4.026 -3.872
H 1.946 -1.155 3.535
H 2.957 -4.784 3.703
H 0.218 4.563 1.912
H 3.326 -1.954 4.374
H -1.596 -2.202 -4.056
H 0.378 3.120 -0.695
H 3.310 -3.610 -3.549
H -5.091 -2.224 2.066
H -2.773 -1.654 2.449
H 1.779 0.105 -1.439
H 2.582 4.003 -1.372
H -3.352 2.159 1.662
H -3.487 6.068 3.487
H -4.630 3.956 2.776
H 3.596 -4.721 -1.237
H 1.585 -2.529 4.567
H 4.528 3.621 0.141
H -0.140 2.280 -5.464
H -1.023 6.326 3.044
H 3.291 0.846 -3.288
H -4.785 -0.516 -1.907
H -1.576 1.307 3.761
H 3.140 -5.743 1.095
H -3.866 0.945 -2.806

No. 4
21
Properties=species:S:1:pos:R:3 method="wB97M-V/def2-TZVPD" lumo_ev="-3.6 / -8.7" max_force_ha_per_bohr=0.1415 charge=+1 multiplicity=2 relative_energy_kj_mol=308.2 gap_ha="0.2994 / 0.1123"
N 0.249 -0.580 3.285
N 0.314 1.399 -2.761
C -0.628 0.358 -0.801
C 0.667 -1.102 0.881
C -0.447 -0.886 2.032
C 0.693 0.098 -0.001
C -0.486 0.327 -2.308
H 0.671 1.336 -3.720
H -1.222 -0.052 1.820
H -1.145 -1.721 2.294
H 1.128 1.033 0.494
H -1.523 -0.102 -0.334
H -0.837 1.495 -0.566
H 0.930 0.234 3.171
H 1.652 -1.527 1.113
H -0.247 -0.383 4.027
H 0.091 2.389 -2.511
H -1.609 0.417 -2.960
H 0.351 -1.921 0.222
H -0.107 -0.768 -2.563
H 1.506 -0.045 -0.816

No. 5
115
Properties=species:S:1:pos:R:3 method="wB97M-V/def2-TZVPD" lumo_ev=3.9 max_force_ha_per_bohr=0.0111 charge=-2 relative_energy_kj_mol=336.9 gap_ha=0.1804
K 0.007 0.878 0.627
S 3.194 1.109 -0.932
P -2.291 -0.707 2.719
P 2.492 -1.346 0.330
Si 0.674 -1.920 2.857
F 0.198 6.763 1.000
O 4.545 0.879 -0.317
O -4.592 5.859 -1.235
O -1.383 8.830 -0.025
O -3.388 3.390 2.116
O -2.194 1.857 0.996
O 3.759 -1.325 -2.028
N -1.202 0.504 -2.959
N 0.957 0.844 -2.089
N -0.287 2.698 -2.535
N 4.943 4.684 -5.437
N -2.957 7.290 -0.595
N -2.725 5.016 -0.197
C 3.514 2.868 -4.671
C -3.416 -2.970 1.424
C 1.404 -2.802 0.168
C 2.675 -0.658 -1.441
C -2.237 1.085 -3.536
C 3.635 2.073 -2.402
C -2.333 -1.432 -0.037
C -5.069 -0.175 2.276
C -0.234 -4.197 1.198
C 0.451 -4.644 -1.067
C -0.550 -3.682 4.887
C 6.264 -1.936 1.780
C -3.975 -0.100 3.134
C 1.159 -1.159 -3.529
C -0.329 -4.953 0.042
C 0.622 -3.091 1.307
C -2.030 -2.050 3.956
C -4.120 0.619 4.321
C -2.637 -2.245 -1.122
C -3.020 -2.471 4.842
C -2.348 2.452 -3.730
C -2.778 -3.491 5.751
C 4.224 -1.140 -3.288
C -0.750 -2.647 3.967
C 4.124 -2.106 0.679
C -3.348 -3.420 -0.935
C -1.535 -4.105 5.767
C -6.276 0.430 2.605
C 4.497 3.820 -4.415
C 6.585 -3.225 1.377
C -3.743 -3.777 0.346
C -0.177 1.320 -2.544
C 1.281 -0.569 -2.147
C -2.707 -1.780 1.259
C 2.253 -2.586 3.760
C -6.412 1.117 3.801
C 3.078 2.015 -3.674
C 5.676 -3.956 0.626
C 4.639 2.998 -2.155
C 1.321 -3.569 -0.995
C 3.507 -1.179 -4.409
C -5.325 1.208 4.660
C 2.070 -1.367 -4.483
C 5.061 3.871 -3.146
C -1.503 5.282 0.362
C -0.999 6.522 0.443
C -1.327 3.208 -3.148
C -3.198 3.626 -0.239
C -1.739 7.666 -0.054
C -3.508 6.016 -0.708
C 5.041 -1.382 1.434
C -2.903 2.892 1.095
C 4.452 -3.399 0.283
H 2.033 -2.643 4.830
H 3.092 -1.898 3.646
H 0.375 -5.224 -1.980
H 6.964 -1.356 2.369
H -2.301 -1.935 -2.105
H -3.579 -4.059 -1.780
H 5.306 5.553 -5.074
H -3.532 8.031 -0.965
H 0.418 -4.172 4.915
H -1.332 -4.912 6.464
H -3.560 -3.805 6.433
H -3.712 -3.275 2.421
H -3.040 0.420 -3.852
H 5.912 -4.965 0.311
H -0.969 4.422 0.741
H 3.743 -3.986 -0.285
H -4.294 -4.695 0.514
H 1.930 -3.311 -1.855
H -1.391 4.297 -3.156
H -3.206 2.909 -4.201
H -7.108 0.368 1.913
H 4.066 -1.090 -5.332
H -2.742 3.117 -1.085
H 2.595 -3.574 3.433
H -4.981 -0.699 1.334
H -1.026 -5.783 0.000
H 5.304 -1.048 -3.292
H 5.837 4.597 -2.929
H -0.861 -4.457 2.044
H 1.696 -1.710 -5.444
H 0.566 -1.152 -1.542
H -3.269 0.734 4.984
H 7.539 -3.659 1.654
H 5.104 3.031 -1.180
H 2.283 1.318 -3.881
H -4.275 3.678 -0.383
H -5.406 1.767 5.584
H 0.124 -1.344 -3.785
H -1.797 -0.524 -0.281
H 4.218 4.880 -6.113
H -3.996 -2.000 4.819
H 4.798 -0.371 1.731
H -7.350 1.598 4.052
H 3.069 2.804 -5.658

No. 6
57
Properties=species:S:1:pos:R:3 method="wB97M-V/def2-TZVPD" lumo_ev=0.4 smiles="NC(N)=O.NC(N)=O.NC(N)=O.CCO.CO.CO.CO.CO" max_force_ha_per_bohr=0.1780 charge=0 relative_energy_kj_mol=663.7 gap_ha=0.3528
O -1.772 -1.010 2.671
O -1.238 1.174 -2.687
O 3.259 -2.667 1.994
O 2.777 2.046 2.358
O -3.584 0.652 -3.462
O 2.008 -0.423 -0.948
O -1.730 3.154 -0.046
O -1.730 -1.765 -1.376
N -0.876 -0.071 0.675
N 0.216 2.014 -0.745
N 1.267 -1.995 1.034
N 0.356 3.268 1.037
N 2.064 -0.650 2.416
N -0.215 0.792 2.539
C 2.233 -1.778 1.856
C -0.993 -0.073 1.968
C -1.389 -3.057 -0.994
C -4.126 0.597 -2.207
C -0.212 0.473 -3.349
C 2.452 -1.420 -1.806
C 3.231 2.784 3.486
C -1.957 -3.334 0.381
C -0.395 2.833 0.077
H 1.351 3.100 1.179
H -0.391 1.728 -1.507
H -1.832 -3.727 -1.732
H 1.243 1.989 -0.874
H 0.010 4.073 1.577
H 2.790 -0.539 3.107
H 0.725 0.892 -3.048
H -0.184 0.552 -4.397
H 4.283 2.607 3.476
H 2.886 2.354 4.427
H -0.413 0.690 0.125
H 1.241 -0.020 2.324
H -0.134 0.754 3.524
H -5.173 0.457 -2.335
H 1.598 -0.890 -0.163
H -3.889 1.493 -3.802
H -0.025 -0.550 -2.953
H 3.025 -1.063 -2.659
H 0.080 1.622 1.972
H -3.965 1.429 -1.502
H -1.843 -1.738 -2.327
H -2.083 0.848 -3.023
H 1.610 -2.092 -2.065
H 2.759 1.102 2.518
H 1.285 -2.854 0.475
H -3.680 -0.297 -1.720
H -1.385 -2.612 1.089
H -0.282 -3.186 -1.047
H 3.267 -1.952 -1.278
H 0.432 -1.369 0.876
H 3.093 3.823 3.511
H -1.423 -0.727 0.165
H -1.566 -4.267 0.814
H -3.040 -3.173 0.426

No. 7
19
Properties=species:S:1:pos:R:3 method="wB97M-V/def2-TZVPD" lumo_ev=0.9 smiles="CCCCCC=O" max_force_ha_per_bohr=0.0619 charge=0 relative_energy_kj_mol=143.2 gap_ha=0.3966
O -2.858 0.402 -0.940
C 2.036 -1.761 1.049
C 0.780 -0.923 1.235
C -0.500 0.425 -1.263
C -1.752 0.808 -0.572
C 0.923 0.819 -0.612
C 0.829 0.560 0.893
H 0.945 1.913 -0.861
H 0.412 -1.084 2.236
H -1.668 1.518 0.281
H 1.666 0.984 1.527
H -0.568 0.747 -2.397
H 1.776 0.261 -1.113
H -0.134 0.965 1.252
H -0.613 -0.714 -1.262
H 2.907 -1.248 1.495
H -0.017 -1.342 0.554
H 1.877 -2.730 1.452
H 2.389 -2.058 -0.026

No. 8
27
Properties=species:S:1:pos:R:3 method="wB97M-V/def2-TZVPD" lumo_ev=-4.3 max_force_ha_per_bohr=0.0965 charge=+1 relative_energy_kj_mol=417.3 gap_ha=0.3014
O -3.723 1.949 -0.330
N 1.433 0.394 -0.266
N -2.583 1.009 -0.448
N -1.004 2.113 0.946
C 2.063 1.185 -1.219
C 0.029 -1.535 0.294
C -1.267 -2.438 0.185
C 3.084 1.857 -0.623
C 3.123 1.368 0.762
C -1.437 1.180 0.092
C 0.038 -3.075 -0.017
C 0.394 -0.419 -0.531
C 2.094 0.533 0.925
H 0.075 -0.362 -1.509
H 3.662 1.641 1.695
H 0.568 -3.680 0.744
H 0.218 -3.426 -0.945
H -0.147 1.964 1.313
H -2.148 -2.294 -0.504
H 1.699 0.166 1.883
H -2.737 0.305 -1.155
H -3.348 2.661 0.303
H 0.430 -1.346 1.377
H -1.700 -2.576 1.129
H 3.660 2.763 -0.846
H 1.528 1.488 -2.143
H -1.620 2.804 1.354

No. 9
25
Properties=species:S:1:pos:R:3 method="wB97M-V/def2-TZVPD" lumo_ev=-0.3 max_force_ha_per_bohr=0.0143 charge=0 relative_energy_kj_mol=63.7 gap_ha=0.3787
Ar -0.793 0.055 -0.311
O 1.497 -0.466 -3.152
O 0.109 -2.204 1.937
O 1.144 0.439 2.509
O 1.332 -3.100 -1.759
O -4.088 -0.965 -0.521
O 3.458 1.340 1.141
O -0.111 3.072 0.397
O -2.804 3.453 -0.190
H -4.126 -1.540 0.244
H 0.408 -3.315 -1.632
H 0.820 -0.601 -3.815
H 0.191 -3.092 1.588
H -3.156 -0.896 -0.723
H 0.355 0.783 2.929
H 1.697 -3.862 -2.207
H 0.493 2.966 -0.338
H 2.656 0.900 1.426
H -2.549 3.697 -1.079
H -0.545 -2.279 2.632
H 1.492 -1.272 -2.636
H 0.311 2.612 1.122
H 3.358 1.429 0.194
H -1.989 3.170 0.224
H 0.842 -0.326 2.020

No. 10
14
Properties=species:S:1:pos:R:3 method="wB97M-V/def2-TZVPD" lumo_ev=0.9 max_force_ha_per_bohr=0.0106 charge=0 relative_energy_kj_mol=323.6 gap_ha=0.3834
O -3.022 -0.922 0.512
N -0.433 0.572 0.465
C 2.914 1.135 -0.645
C -2.781 0.119 1.082
C 2.146 0.213 -0.739
C -0.131 -0.524 -0.087
C 1.154 -0.859 -0.812
H 3.615 1.937 -0.574
H 0.896 -1.072 -1.858
H 0.323 1.258 0.393
H -2.344 0.152 2.095
H -3.014 1.104 0.638
H 1.559 -1.793 -0.403
H -0.884 -1.320 -0.065

No. 11
30
Properties=species:S:1:pos:R:3 method="wB97M-V/def2-TZVPD" lumo_ev=0.6 max_force_ha_per_bohr=0.0675 charge=0 relative_energy_kj_mol=0.0 gap_ha=0.3711
Cl -0.630 3.460 1.190
Cl 1.742 2.654 2.270
Cl -0.762 1.935 3.613
O 0.929 0.682 0.150
O 1.218 -1.599 0.424
C 0.091 2.122 2.100
C -3.391 -0.902 1.256
C -1.883 0.925 -0.184
C -3.947 -0.267 0.168
C 2.053 -0.581 -1.592
C 2.064 -1.991 -2.221
C 3.460 -0.033 -1.322
C 1.330 -0.552 -0.241
C 0.097 0.754 1.357
C -3.185 0.649 -0.581
C -1.318 0.341 0.955
C -2.084 -0.572 1.669
H -1.736 -1.027 2.580
H -3.902 -1.672 1.789
H -1.341 1.639 -0.802
H 0.564 0.108 2.121
H 4.040 -0.821 -0.799
H -3.589 1.112 -1.470
H 2.703 -2.654 -1.613
H 3.424 0.861 -0.679
H 3.913 0.222 -2.234
H 2.535 -1.974 -3.209
H 1.507 0.108 -2.235
H -4.958 -0.498 -0.154
H 1.057 -2.432 -2.305

No. 12
9
Properties=species:S:1:pos:R:3 method="wB97M-V/def2-TZVPD" lumo_ev=3.8 smiles="O=C1C=C([O-])[C@@H]1Cl" max_force_ha_per_bohr=0.0840 charge=-1 relative_energy_kj_mol=46.7 gap_ha=0.2862
Cl -0.899 -2.725 0.087
O 0.232 -0.584 -2.286
O 0.138 -0.294 2.226
C 0.136 -0.166 1.021
C 0.778 0.453 -0.014
C -0.772 -0.978 -0.055
C 0.063 -0.365 -1.080
H -1.711 -0.573 -0.163
H 1.494 1.192 0.096